Record 1
The following is a quantum chemistry calculation of an isolated ion of composition C4H8NO2 and charge +1 at a distorted geometry, from the Open Molecules 2025 dataset.

```
15
Properties=species:S:1:pos:R:3:mulliken_charge:R:1
C -0.14 -1.41 0.29 -0.566
C -0.92 -0.26 0.18 0.655
C -0.13 0.85 -0.54 -0.831
C 1.30 0.30 -0.40 -0.069
N -2.30 0.17 0.41 -0.438
O 1.99 0.73 0.68 -0.494
O 1.16 -1.14 -0.34 -0.160
H -0.30 -2.46 0.62 0.407
H -0.20 1.12 -1.65 0.363
H -0.20 1.78 -0.14 0.453
H 1.92 0.59 -1.32 0.346
H -2.51 1.00 -0.20 0.255
H -2.98 -0.47 0.81 0.241
H 1.36 0.70 1.44 0.391
H 1.94 -1.50 0.17 0.445
```

Properties
E_LUMO = -3.4 eV
HOMO = -13.56 eV
charge = +1

Record 2
The following is a quantum chemistry calculation of C4H4LiO5Sn as an isolated structure at a distorted geometry, from the Open Molecules 2025 dataset.

```
15
Properties=species:S:1:pos:R:3:lowdin_spin:R:1
O -0.50 2.22 -0.09 0.068
O -0.11 0.24 0.82 0.048
C 0.99 -1.12 -0.21 0.548
C 2.47 -0.86 -0.09 0.075
O 2.74 0.51 -0.16 0.024
C -0.97 1.10 0.30 0.109
H 0.61 -1.97 0.37 0.020
H 0.57 -0.88 -1.19 0.024
H 2.99 -1.40 -0.91 0.029
H 2.84 -1.29 0.86 0.003
O -2.73 -0.51 0.27 0.012
O -3.25 1.58 -0.21 0.008
C -2.40 0.70 0.10 0.014
Sn 1.31 1.57 0.24 0.018
Li -4.56 0.13 -0.09 0.000
```

Properties
E_LUMO (spin up / spin down) = -0.8 / -0.8 eV
HOMO (spin up / spin down) = -6.96 / -7.08 eV
spin multiplicity = 2

Record 3
The following is a quantum chemistry calculation of a 2-piece molecular cluster, C4H9FN overall at a distorted geometry, from the Open Molecules 2025 dataset.

```
15
Properties=species:S:1:pos:R:3:mulliken_charge:R:1
C 0.55 -0.14 0.47 0.294
C 1.92 -3.07 -1.65 -0.554
C -0.28 2.20 0.73 -0.892
C -1.87 0.41 0.40 -0.894
N -0.41 0.72 0.61 0.170
F 1.76 0.33 0.81 -0.144
H 2.08 -2.01 -2.04 0.279
H 2.31 -3.26 -0.69 0.325
H 1.19 -3.69 -2.05 0.324
H 0.63 2.44 1.33 0.331
H -1.21 2.66 1.17 0.346
H -0.18 2.57 -0.25 0.388
H -1.84 -0.56 -0.21 0.304
H -2.43 1.12 -0.14 0.394
H -2.24 0.27 1.52 0.329
```

Properties
E_LUMO (spin up / spin down) = -8.3 / -5.2 eV
HOMO (spin up / spin down) = -12.80 / -15.89 eV
charge = +1

Record 4
The following is a quantum chemistry calculation of C19H20FNO4 in the gas phase, from the Open Molecules 2025 dataset.

```
45
Properties=species:S:1:pos:R:3:mulliken_charge:R:1
O -1.38 -0.57 3.80 -0.665
C -1.75 -0.58 2.65 0.772
C -1.88 -1.88 1.83 -0.752
O -0.81 -2.00 0.90 -0.300
C -0.91 -1.37 -0.26 -0.233
O -1.87 -0.72 -0.59 -0.730
C 0.36 -1.48 -1.10 2.791
C 1.13 -0.24 -0.69 -0.756
C 1.36 0.82 -1.56 -0.400
C 2.09 1.92 -1.16 -0.835
C 2.56 1.98 0.14 0.501
F 3.26 3.06 0.54 -0.428
C 2.32 0.96 1.04 -0.864
C 1.61 -0.15 0.62 -0.309
C 1.15 -2.78 -0.84 -0.995
C 0.73 -3.77 -1.94 -0.739
C -0.38 -3.05 -2.73 -0.730
C -0.03 -1.58 -2.58 -1.304
N -2.07 0.52 1.95 -0.003
C -1.92 1.86 2.48 -1.016
C -1.12 2.72 1.56 0.335
C -1.17 2.90 0.21 -0.034
C -0.20 3.88 -0.10 -0.440
C 0.37 4.22 1.09 -0.730
O -0.18 3.52 2.09 -0.374
H -1.80 -2.73 2.50 0.357
H -2.84 -1.89 1.30 0.380
H 0.98 0.79 -2.57 0.479
H 2.29 2.74 -1.84 0.527
H 2.68 1.04 2.05 0.443
H 1.42 -0.95 1.31 0.471
H 0.95 -3.17 0.15 0.444
H 2.22 -2.57 -0.90 0.371
H 1.57 -3.98 -2.60 0.342
H 0.38 -4.71 -1.53 0.303
H -0.42 -3.37 -3.77 0.489
H -1.35 -3.25 -2.27 0.275
H -0.86 -0.92 -2.82 0.426
H 0.83 -1.34 -3.21 0.500
H -2.34 0.43 0.97 0.220
H -2.92 2.30 2.63 0.238
H -1.42 1.78 3.45 0.411
H -1.82 2.40 -0.49 0.544
H 0.03 4.28 -1.06 0.523
H 1.15 4.91 1.34 0.498
```

Properties
E_LUMO = 0.7 eV
HOMO = -8.50 eV
SMILES = O=C(COC(=O)C1(c2ccc(F)cc2)CCCC1)NCc1ccco1

> Number 1 is which compound?

C4H8NO2